A 3-piece molecular cluster, C9H23N5O4 overall at a distorted geometry. Source: the OMol25 dataset; level of theory: wB97M-V/def2-TZVPD.

The geometry in XYZ format:
```
41
Properties=species:S:1:pos:R:3:nbo_charge:R:1
C 4.693 -0.123 -0.445 -0.43
N 3.861 0.441 -1.512 -0.62
C 2.424 0.277 -1.282 -0.25
C 1.936 -1.144 -1.522 0.09
C 0.455 -1.190 -1.903 -0.45
C -0.408 -0.191 -1.148 0.07
C -1.517 -0.674 -0.298 -0.15
O -0.209 -0.070 0.214 -0.54
O 2.177 -1.925 -0.358 -0.54
C 2.289 -3.302 -0.614 -0.25
H 4.364 -1.126 -0.201 0.21
H 4.675 0.471 0.477 0.17
H 5.728 -0.174 -0.785 0.19
H 4.034 1.439 -1.514 0.35
H 2.092 0.619 -0.294 0.20
H 1.915 0.907 -2.018 0.19
H 2.534 -1.544 -2.351 0.18
H 0.050 -2.172 -1.665 0.21
H 0.328 -0.978 -2.966 0.21
H -0.621 0.735 -1.668 0.18
H -2.253 0.082 -0.065 0.24
H -1.468 -1.638 0.183 0.20
H 1.343 -3.748 -0.938 0.16
H 2.594 -3.783 0.314 0.19
H 3.050 -3.507 -1.376 0.17
N -0.331 0.097 3.223 -0.85
C -0.038 1.152 4.037 0.77
N -0.651 1.129 5.268 -0.86
O 0.710 2.056 3.711 -0.67
H -0.950 -0.643 3.490 0.38
H 0.082 0.080 2.304 0.43
H -0.456 1.891 5.889 0.40
H -1.272 0.401 5.563 0.38
N -4.501 2.994 -1.091 -0.85
C -4.880 1.692 -0.918 0.78
N -6.005 1.311 -1.596 -0.85
O -4.256 0.923 -0.207 -0.67
H -4.998 3.644 -1.668 0.39
H -3.683 3.302 -0.598 0.41
H -6.305 0.361 -1.486 0.41
H -6.533 1.926 -2.184 0.39
```

Results
E_LUMO: 0.569 eV
calculated total energy: -931.4506 hartree
2S+1: 1
HOMO energy: -0.3151 Ha
gap between HOMO and LUMO: 9.14 eV
charge: 0